49
Properties=species:S:1:pos:R:3:mulliken_charge:R:1 method="wB97M-V/def2-TZVPD" total_energy_ha=-4311.8091 spin_multiplicity=2 total_charge=+3 homo_lumo_gap_ev="7.62 / 8.06"
Br -1.199 0.972 2.370 -0.119
Ti -0.592 -0.819 0.089 0.635
O 0.388 1.074 -1.427 -0.406
O -1.815 1.173 -2.082 -0.410
N -2.859 -6.365 1.672 -0.302
N -1.315 -2.847 1.572 -0.527
N 1.035 -0.191 1.345 0.039
C -1.126 2.188 -4.151 -1.817
C 1.584 1.474 2.959 -0.646
C -2.227 -5.095 2.189 -0.693
C 0.204 3.360 -0.691 -1.781
C 4.794 -0.094 1.612 -1.386
C 0.691 0.743 2.225 0.367
C 2.934 1.201 2.755 -0.307
C 0.192 2.485 -1.931 1.505
C -1.927 -4.099 1.060 -0.756
C -1.208 2.412 -2.653 1.311
C -2.135 3.565 -2.340 -1.639
C 2.347 -0.440 1.154 -0.346
C 3.346 0.226 1.847 0.365
C 1.353 2.824 -2.836 -1.720
B -0.832 0.487 -1.515 0.847
H -0.463 -3.064 2.086 0.289
H 1.194 3.811 -3.274 0.391
H -2.849 -3.837 0.540 0.467
H -3.765 -6.194 1.225 0.361
H -0.437 1.385 -4.417 0.356
H -2.369 3.637 -1.280 0.341
H -3.026 -7.026 2.439 0.383
H 5.057 0.033 0.561 0.356
H 2.595 -1.191 0.415 0.505
H -2.116 1.928 -4.520 0.506
H -1.315 -5.379 2.712 0.415
H 1.253 2.231 3.656 0.484
H 2.277 2.854 -2.259 0.460
H -1.944 -2.417 2.249 0.309
H -1.683 4.504 -2.665 0.378
H 1.117 3.152 -0.131 0.430
H -3.067 3.436 -2.889 0.451
H -0.656 3.162 -0.050 0.267
H 5.442 0.546 2.205 0.399
H 0.204 4.415 -0.958 0.427
H -1.246 -4.547 0.336 0.463
H 3.675 1.763 3.311 0.453
H 5.011 -1.131 1.874 0.351
H -2.264 -6.847 0.990 0.358
H -2.918 -4.666 2.913 0.413
H 1.470 2.102 -3.640 0.382
H -0.809 3.104 -4.650 0.391